Run w
This record from OMol25 describes a cluster of 12 separate species, C68H171N11O23 in total. The level of theory is ωB97M-V/def2-TZVPD.

**HOMO energy**: -8.08 eV
**M**: 1511.2 g mol⁻¹
**Frontier orbital gap**: 8.6 eV

Each line ends with the Mulliken charge.
Atoms and positions in Å:
C (8.1465, 3.1151, -7.3911)  -0.735
O (7.0648, 2.7269, -6.5482)  -0.353
C (6.0086, 3.6192, -6.5475)  -0.888
C (5.1051, 3.3385, -5.3511)  0.349
N (5.9070, 3.6926, -4.1993)  -0.288
C (5.5088, 3.0561, -2.9368)  0.458
C (6.3814, 3.6901, -1.8200)  -0.649
O (7.7995, 3.5300, -1.9073)  -0.422
C (8.3684, 2.2639, -1.8240)  -0.621
H (8.8070, 2.2382, -7.4337)  0.229
H (8.6351, 3.9973, -6.9570)  0.307
H (7.7224, 3.3977, -8.3899)  0.291
H (5.4931, 3.3936, -7.4603)  0.543
H (6.2845, 4.6627, -6.5978)  0.373
H (4.6708, 2.3032, -5.3317)  -0.011
H (4.1532, 4.0497, -5.2469)  -0.233
H (6.7761, 3.3149, -4.4861)  0.396
H (5.4734, 1.9512, -2.8986)  -0.014
H (4.4346, 3.2785, -2.8334)  -0.202
H (6.0460, 3.4206, -0.8148)  0.496
H (6.2458, 4.7688, -1.9428)  0.218
H (8.0478, 1.6264, -2.6537)  0.254
H (8.2204, 1.6734, -0.8671)  0.252
H (9.4479, 2.4026, -1.9445)  0.253
C (0.3339, -6.7419, 1.2806)  -0.719
O (-0.8506, -6.5669, 0.4830)  -0.111
C (-0.5318, -6.6164, -0.9165)  -0.580
C (-1.7695, -6.8578, -1.6950)  0.330
N (-1.3610, -7.0580, -3.0986)  -0.256
C (-2.2513, -7.9154, -3.9595)  -1.118
C (-3.4530, -7.2250, -4.4794)  0.443
O (-2.9300, -6.0963, -5.2037)  -0.341
C (-3.8749, -5.3251, -5.9401)  -0.696
H (0.9289, -7.5212, 0.9207)  0.390
H (0.0146, -6.9848, 2.3406)  0.181
H (0.9167, -5.7951, 1.2802)  0.147
H (0.2003, -7.3799, -1.2369)  0.408
H (-0.0877, -5.6890, -1.2440)  0.046
H (-2.4342, -5.9663, -1.6086)  -0.306
H (-2.3394, -7.7681, -1.4103)  0.356
H (-1.1927, -6.1734, -3.6232)  0.215
H (-2.5921, -8.8187, -3.4887)  0.452
H (-1.5888, -8.2112, -4.7558)  0.346
H (-4.0974, -6.8500, -3.7337)  -0.356
H (-4.0499, -7.8995, -5.0396)  0.508
H (-4.2405, -5.7984, -6.8201)  0.298
H (-3.3029, -4.4707, -6.1645)  0.208
H (-4.7126, -4.9113, -5.3329)  0.242
C (7.3266, 6.3830, 8.4628)  -0.914
O (7.1907, 5.6556, 7.2311)  -0.221
C (7.2355, 6.5271, 6.1531)  -0.789
C (6.7973, 5.7853, 4.9546)  -0.488
N (5.3561, 5.7842, 4.8548)  -0.032
C (4.9083, 5.0069, 3.7399)  -0.848
C (3.5903, 5.4942, 3.0654)  0.310
O (3.7949, 6.9022, 2.7778)  -0.449
C (2.7439, 7.3537, 1.9698)  -0.371
H (6.6078, 7.1656, 8.6347)  0.392
H (8.3012, 6.8917, 8.6032)  0.316
H (7.2029, 5.7051, 9.2775)  0.280
H (8.2456, 6.8788, 5.9968)  0.393
H (6.6993, 7.4134, 6.3891)  0.409
H (7.1865, 4.7667, 4.8927)  0.340
H (7.2136, 6.3809, 4.0831)  0.360
H (4.8993, 6.7374, 4.8569)  0.300
H (4.8102, 3.9245, 3.8865)  0.129
H (5.6628, 5.1197, 2.8594)  0.208
H (2.7410, 5.2843, 3.7336)  0.007
H (3.4294, 4.9049, 2.1490)  0.133
H (1.7682, 7.3799, 2.4593)  0.179
H (2.7672, 6.9933, 0.9585)  0.044
H (2.9006, 8.4628, 1.7523)  0.302
C (5.2952, 2.6751, 6.6419)  -0.504
O (3.9030, 2.6590, 6.9102)  -0.378
C (3.1848, 1.8934, 5.9139)  0.100
C (1.8190, 1.5860, 6.4158)  -0.423
N (0.9226, 2.7323, 6.5647)  -0.287
C (0.1674, 3.1005, 5.3922)  0.032
C (-0.4461, 4.4368, 5.6454)  -0.444
O (0.6060, 5.3188, 5.8017)  -0.217
C (0.1605, 6.6899, 5.6469)  -0.782
H (5.7481, 1.6284, 6.9527)  0.287
H (5.7749, 3.4819, 7.2623)  0.056
H (5.5703, 2.8534, 5.6224)  0.257
H (3.7371, 0.9702, 5.6768)  0.410
H (3.1093, 2.4647, 5.0051)  -0.007
H (1.9603, 0.9677, 7.3055)  0.266
H (1.2962, 1.0076, 5.6909)  -0.127
H (1.2992, 3.5806, 7.0169)  0.352
H (-0.5911, 2.3319, 5.1841)  0.168
H (0.7737, 3.1477, 4.4847)  0.010
H (-0.9818, 4.4616, 6.6355)  0.231
H (-1.0280, 4.7406, 4.7702)  0.223
H (-0.2263, 6.8353, 4.5905)  0.254
H (1.0589, 7.3708, 5.8898)  0.222
H (-0.7199, 6.8812, 6.3136)  0.330
C (-8.4931, -2.7129, 0.2959)  -0.574
O (-7.8536, -3.1050, -0.8881)  -0.467
C (-6.6583, -3.7585, -0.5758)  1.877
C (-6.1005, -4.2037, -1.8677)  -1.534
N (-6.9751, -5.1921, -2.5225)  -0.207
C (-7.0263, -6.5219, -1.8792)  0.207
C (-8.0933, -7.3246, -2.5169)  -1.000
O (-9.3411, -6.7115, -2.5970)  -0.433
C (-9.8121, -6.4589, -1.2920)  -0.394
H (-7.9820, -1.8427, 0.7474)  0.150
H (-8.5582, -3.4465, 1.1245)  0.137
H (-9.5290, -2.4324, 0.1408)  0.443
H (-6.8691, -4.5258, 0.2030)  -0.317
H (-6.0101, -2.9495, -0.0773)  -0.678
H (-5.1426, -4.5557, -1.7675)  0.304
H (-6.0961, -3.3635, -2.5397)  0.558
H (-7.8942, -4.7999, -2.5708)  0.468
H (-7.1954, -6.3743, -0.7891)  -0.172
H (-6.0450, -7.0030, -1.9315)  0.230
H (-8.1491, -8.2982, -2.0235)  0.445
H (-7.8277, -7.4980, -3.5479)  0.366
H (-9.5480, -7.3263, -0.6638)  0.265
H (-10.8546, -6.2848, -1.1867)  0.352
H (-9.2421, -5.6223, -0.9175)  -0.045
C (-4.0532, -6.7418, 5.7687)  -0.819
O (-3.8855, -5.3582, 5.7806)  -0.311
C (-2.8679, -4.9238, 4.9202)  0.056
C (-2.6418, -3.4698, 5.2579)  -0.915
N (-1.5692, -2.9314, 4.5105)  0.098
C (-1.3677, -1.4793, 4.7290)  -1.117
C (-0.4446, -0.9241, 3.6690)  1.238
O (0.8515, -1.1864, 4.0338)  -0.494
C (1.7324, -1.3359, 2.9750)  -0.159
H (-3.2014, -7.3045, 6.2734)  0.316
H (-4.0048, -7.2785, 4.8274)  0.272
H (-5.0023, -7.0074, 6.2392)  0.323
H (-3.2639, -4.9501, 3.9208)  -0.046
H (-1.9362, -5.5166, 5.0818)  0.333
H (-2.4841, -3.4805, 6.3344)  0.313
H (-3.5398, -2.9396, 5.0332)  0.310
H (-0.7174, -3.3165, 4.8377)  0.228
H (-1.0892, -1.2800, 5.7913)  0.419
H (-2.3326, -0.9096, 4.6067)  0.509
H (-0.6230, 0.1572, 3.5693)  0.094
H (-0.7379, -1.2284, 2.6684)  -0.929
H (1.5723, -2.2975, 2.4758)  0.094
H (2.7710, -1.3356, 3.3317)  0.063
H (1.7276, -0.4647, 2.2776)  0.316
C (-4.5860, 4.3928, 5.1455)  -0.790
O (-4.7568, 3.5710, 4.0289)  -0.368
C (-3.4723, 3.4374, 3.3466)  -0.417
C (-3.5883, 2.3859, 2.2907)  -0.581
N (-3.8064, 0.9995, 2.7673)  -0.117
C (-3.7575, 0.1816, 1.5742)  -0.575
C (-4.4325, -1.1571, 1.8112)  1.098
O (-5.7481, -0.8812, 2.0947)  -0.443
C (-6.4063, -1.9135, 2.8185)  -0.931
H (-4.2822, 3.8921, 6.0984)  0.232
H (-5.6034, 4.8047, 5.1875)  0.316
H (-3.9375, 5.2303, 4.9509)  0.319
H (-2.7141, 3.1543, 4.0269)  0.046
H (-3.2630, 4.4861, 2.9653)  0.430
H (-2.6456, 2.4731, 1.7340)  0.211
H (-4.3579, 2.6417, 1.5815)  0.490
H (-4.7540, 0.8341, 3.1318)  0.346
H (-2.7240, 0.0821, 1.2413)  -0.165
H (-4.1168, 0.7418, 0.7659)  0.527
H (-3.9642, -1.6820, 2.6842)  -0.632
H (-4.3660, -1.8350, 0.9428)  0.092
H (-5.7846, -2.1132, 3.6913)  0.356
H (-6.4189, -2.9113, 2.3334)  0.304
H (-7.3708, -1.5738, 3.1768)  0.347
C (-0.6468, 5.2155, -7.4115)  -0.712
O (-0.1340, 3.9730, -7.7475)  -0.341
C (1.3389, 3.9670, -7.8311)  -0.241
C (1.8037, 2.5460, -7.7483)  -0.904
N (1.5042, 1.9916, -6.4605)  0.783
C (2.0647, 0.6941, -6.2510)  -0.896
C (1.0285, -0.4171, -6.3791)  -0.935
O (0.0654, -0.2301, -5.2767)  0.341
C (-1.0401, -1.0176, -5.5489)  -0.892
H (-1.7230, 5.0963, -7.4686)  0.226
H (-0.2442, 5.9095, -8.1560)  0.354
H (-0.3681, 5.5853, -6.4061)  0.290
H (1.6843, 4.4967, -6.9344)  -0.003
H (1.6850, 4.4494, -8.7776)  0.408
H (2.8769, 2.5247, -7.8232)  0.289
H (1.3694, 1.9184, -8.5984)  0.297
H (0.5237, 1.9920, -6.2189)  0.073
H (2.4533, 0.5929, -5.2247)  -0.015
H (2.8351, 0.5242, -6.9438)  0.704
H (1.5413, -1.4153, -6.2343)  0.252
H (0.3768, -0.4455, -7.3166)  0.437
H (-1.7709, -0.9052, -4.7484)  0.002
H (-0.8179, -2.1077, -5.5524)  0.307
H (-1.5354, -0.7893, -6.5124)  0.397
C (-3.8640, 0.6047, -2.3402)  -0.200
O (-4.1047, 1.9862, -2.1401)  -0.543
C (-2.8823, 2.7444, -1.9255)  -0.248
C (-1.9892, 2.8211, -3.1943)  0.127
N (-1.0436, 3.8846, -3.0548)  -0.277
C (0.0240, 4.0626, -4.0878)  1.173
C (0.9551, 5.2105, -3.7207)  -2.045
O (1.7564, 4.7894, -2.6626)  0.412
C (2.7870, 5.7163, -2.3118)  -1.044
H (-4.8393, 0.1796, -2.4414)  0.302
H (-3.2068, 0.1744, -1.5580)  -0.067
H (-3.2983, 0.3783, -3.2644)  0.186
H (-2.3807, 2.3608, -0.9802)  -0.002
H (-3.3055, 3.7317, -1.7258)  0.454
H (-2.5525, 2.9911, -4.1190)  0.646
H (-1.5770, 1.8005, -3.4297)  -0.541
H (-0.5299, 3.8236, -2.1750)  -0.077
H (-0.4259, 4.2320, -5.0705)  0.346
H (0.7713, 3.1709, -4.2049)  -0.555
H (0.3181, 6.0374, -3.3905)  0.297
H (1.5170, 5.4431, -4.5783)  0.650
H (3.4811, 5.8444, -3.1548)  0.292
H (3.2781, 5.2853, -1.4572)  0.296
H (2.3740, 6.6780, -2.0129)  0.344
C (5.5160, -2.0508, 3.6821)  -0.828
O (4.7550, -1.8605, 2.4991)  -0.247
C (4.5621, -3.0372, 1.6785)  -0.847
C (3.7514, -2.5562, 0.4970)  0.053
N (4.6087, -1.7381, -0.3511)  -0.228
C (3.9964, -1.2621, -1.5917)  -0.583
C (3.6872, -2.3179, -2.6805)  -0.741
O (2.3300, -2.4281, -2.9440)  0.340
C (2.0531, -3.4089, -3.9165)  -0.887
H (6.4038, -2.6085, 3.4352)  0.374
H (4.9929, -2.5876, 4.5165)  0.243
H (5.8302, -1.0666, 3.8981)  0.240
H (3.9637, -3.7279, 2.3087)  0.290
H (5.5774, -3.4353, 1.4320)  0.443
H (2.9005, -2.0867, 0.8979)  -0.298
H (3.3242, -3.3472, -0.0610)  0.483
H (5.4830, -2.1651, -0.5563)  0.378
H (4.6926, -0.6264, -2.0320)  0.228
H (3.0940, -0.7309, -1.3576)  -0.094
H (4.2185, -3.3109, -2.3928)  0.275
H (4.2268, -2.0491, -3.6256)  0.482
H (0.9417, -3.3988, -4.1347)  -0.079
H (2.3459, -4.4305, -3.5747)  0.297
H (2.6785, -3.1487, -4.7398)  0.469
C (0.6343, 4.4937, 0.4544)  -0.168
O (0.4021, 3.2375, -0.2294)  0.630
C (1.5993, 2.4830, -0.5429)  0.003
C (1.1804, 1.4427, -1.5774)  0.327
N (0.7220, 0.2244, -0.9163)  0.683
C (0.0478, -0.6409, -1.8626)  0.348
C (-0.3008, -1.9923, -1.2938)  -1.296
O (-1.1186, -1.7266, -0.1414)  0.361
C (-1.4748, -2.9045, 0.5153)  0.027
H (-0.3400, 4.9252, 0.2765)  0.339
H (1.3323, 5.0331, -0.1329)  -0.460
H (0.9316, 4.4109, 1.5025)  -0.097
H (2.0696, 1.9905, 0.3877)  0.261
H (2.3075, 3.2611, -0.9362)  -0.373
H (2.0097, 1.2329, -2.2185)  0.352
H (0.3297, 1.8614, -2.2794)  -1.162
H (0.0573, 0.5698, -0.2234)  -0.017
H (0.4674, -0.5804, -2.8415)  0.737
H (-0.9345, -0.1554, -2.0547)  -0.822
H (0.5674, -2.6372, -0.8806)  -0.015
H (-0.8702, -2.5327, -2.0326)  0.398
H (-2.1182, -2.5963, 1.3651)  -0.356
H (-0.6630, -3.4990, 0.9516)  0.125
H (-2.0267, -3.6462, -0.0788)  -0.081
C (-5.3839, -7.0613, 1.3189)  -1.293
C (-5.9129, -6.1528, 2.4099)  0.317
O (-7.1486, -5.6006, 2.0094)  -0.586
H (-4.9440, -6.4162, 0.5873)  0.187
H (-6.1502, -7.6748, 0.8766)  0.367
H (-4.6072, -7.7689, 1.6379)  0.467
H (-5.1451, -5.3643, 2.5987)  -0.185
H (-6.0048, -6.7664, 3.3267)  0.408
H (-7.5752, -5.1827, 2.8019)  0.289

***

Run x
This record from OMol25 describes a cluster of 12 separate species, C68H171N11O23 in total. The level of theory is ωB97M-V/def2-TZVPD.

**HOMO energy**: -8.01 eV
**M**: 1511.2 g mol⁻¹
**Frontier orbital gap**: 8.5 eV

Each line ends with the Mulliken charge.
Atoms and positions in Å:
C (4.3249, -7.1116, -5.1912)  -0.881
O (3.1618, -6.2432, -5.1656)  -0.332
C (2.6188, -6.1181, -3.8807)  -0.599
C (1.2569, -5.3980, -3.8777)  -0.105
N (0.1299, -6.2824, -4.1189)  -0.393
C (-1.0918, -5.5275, -4.4164)  0.294
C (-2.1142, -6.3773, -5.3005)  -0.828
O (-1.4666, -6.9173, -6.4695)  -0.380
C (-0.9866, -5.9700, -7.3852)  -0.450
H (4.7322, -6.9909, -6.1950)  0.225
H (3.9757, -8.1374, -5.0730)  0.360
H (5.0154, -6.8394, -4.3930)  0.307
H (3.3400, -5.4982, -3.3481)  -0.025
H (2.4714, -7.1095, -3.4524)  0.833
H (1.3118, -4.7279, -4.7357)  0.619
H (1.1174, -4.8495, -2.9461)  -0.393
H (0.4009, -6.7439, -4.9755)  0.444
H (-0.8375, -4.5700, -4.8709)  -0.051
H (-1.5780, -5.3072, -3.4660)  -0.096
H (-2.9824, -5.7637, -5.5414)  0.362
H (-2.4163, -7.1795, -4.6273)  0.358
H (-0.0907, -5.4229, -7.0918)  0.108
H (-1.7811, -5.2668, -7.6350)  0.254
H (-0.7209, -6.4770, -8.3128)  0.274
C (-6.2780, 7.9360, -1.8061)  -0.903
O (-5.0286, 7.2811, -1.5458)  -0.215
C (-5.1661, 5.8933, -1.3115)  -1.169
C (-3.7359, 5.3071, -1.4110)  0.310
N (-3.3749, 4.5406, -2.5904)  -0.254
C (-3.2417, 5.3940, -3.7636)  -0.899
C (-1.8810, 6.1438, -3.7805)  -0.405
O (-0.9087, 5.1644, -4.0021)  -0.193
C (0.4734, 5.6517, -4.0229)  -0.883
H (-6.6782, 7.4951, -2.7191)  0.346
H (-6.1271, 8.9862, -2.0558)  0.247
H (-6.9247, 7.8045, -0.9385)  0.322
H (-5.8457, 5.4257, -2.0241)  0.537
H (-5.5409, 5.7029, -0.3058)  0.445
H (-3.7053, 4.5598, -0.6181)  0.085
H (-2.9959, 6.0759, -1.1885)  0.102
H (-2.4305, 4.1988, -2.4833)  0.074
H (-4.0143, 6.1560, -3.8659)  0.381
H (-3.2285, 4.7890, -4.6703)  0.319
H (-1.7984, 6.7058, -2.8503)  0.167
H (-1.8137, 6.8421, -4.6148)  0.582
H (0.6998, 6.4632, -4.7144)  0.412
H (1.1507, 4.8528, -4.3247)  0.259
H (0.7642, 5.8691, -2.9951)  0.235
C (-5.3883, -12.1413, 1.4007)  -0.724
O (-4.1357, -12.1200, 2.1637)  -0.348
C (-4.2360, -11.3031, 3.3413)  -0.385
C (-2.7873, -11.1902, 3.8807)  -0.814
N (-2.1284, -10.1284, 3.1662)  -0.243
C (-0.7339, -9.8650, 3.5109)  -0.836
C (-0.3848, -8.4670, 2.9571)  -0.489
O (-0.7956, -7.4413, 3.8946)  -0.385
C (-0.4176, -6.1120, 3.4958)  -0.150
H (-5.4612, -11.2018, 0.8530)  0.271
H (-6.2739, -12.3263, 2.0087)  0.307
H (-5.2746, -12.9350, 0.6623)  0.257
H (-4.8201, -11.8712, 4.0653)  0.389
H (-4.7132, -10.3296, 3.2292)  0.266
H (-2.2595, -12.1256, 3.6948)  0.448
H (-2.7083, -10.9943, 4.9501)  0.444
H (-2.5952, -9.3295, 3.5711)  0.027
H (-0.1802, -10.6323, 2.9699)  0.473
H (-0.4782, -9.9640, 4.5659)  0.318
H (-0.8805, -8.2673, 2.0071)  0.292
H (0.6985, -8.4357, 2.8397)  0.462
H (-1.0013, -5.4697, 4.1551)  0.126
H (-0.7704, -5.9155, 2.4833)  -0.134
H (0.6478, -5.9154, 3.6154)  0.425
C (-4.1315, -6.9688, 3.5958)  -0.601
O (-4.3116, -5.7823, 4.4499)  -0.437
C (-4.0693, -4.5709, 3.7449)  0.317
C (-4.4212, -3.3926, 4.6667)  -0.923
N (-3.2400, -3.0095, 5.4082)  -0.421
C (-2.4148, -2.1579, 4.6369)  0.400
C (-1.0286, -1.9342, 5.2867)  -0.528
O (-0.2475, -3.1177, 5.1404)  -0.100
C (1.0947, -3.0620, 5.6155)  -0.867
H (-5.0614, -7.1907, 3.0721)  0.337
H (-3.9283, -7.8403, 4.2182)  0.267
H (-3.3187, -6.9517, 2.8697)  0.180
H (-4.7234, -4.5363, 2.8736)  0.449
H (-3.0590, -4.5379, 3.3371)  -0.249
H (-5.2574, -3.6048, 5.3328)  0.347
H (-4.7028, -2.6681, 3.9025)  0.364
H (-2.6669, -3.7360, 5.8130)  0.321
H (-2.9315, -1.2054, 4.5193)  0.360
H (-2.2611, -2.5450, 3.6297)  -0.363
H (-1.0982, -1.6041, 6.3232)  0.467
H (-0.5477, -1.0978, 4.7795)  -0.014
H (1.6686, -2.2143, 5.2411)  0.249
H (1.6264, -3.9750, 5.3476)  0.268
H (1.1821, -3.0355, 6.7017)  0.305
C (4.7005, 5.2929, 2.0969)  -0.783
O (3.6575, 5.5371, 1.1058)  -0.229
C (2.9831, 6.7976, 1.3935)  0.285
C (1.9563, 7.1531, 0.2880)  -0.257
N (2.5813, 7.6366, -0.9638)  -0.078
C (3.0865, 9.0103, -0.9225)  -0.600
C (4.0549, 9.2655, -2.0866)  -0.689
O (5.0855, 8.2864, -2.2096)  -0.365
C (6.0901, 8.2854, -1.1710)  -0.572
H (4.3109, 5.1516, 3.1050)  0.260
H (5.4593, 6.0739, 2.1466)  0.361
H (5.2606, 4.4096, 1.7900)  0.235
H (3.6726, 7.6243, 1.5644)  0.452
H (2.4368, 6.6446, 2.3242)  -0.363
H (1.2007, 7.8421, 0.6654)  0.168
H (1.4949, 6.1730, 0.1668)  -0.288
H (3.2916, 6.9825, -1.2600)  0.408
H (3.6498, 9.1279, 0.0032)  0.393
H (2.2825, 9.7414, -1.0076)  0.290
H (4.5779, 10.2090, -1.9310)  0.402
H (3.4894, 9.3266, -3.0165)  0.332
H (6.6610, 9.2132, -1.1329)  0.317
H (6.8844, 7.6028, -1.4731)  0.269
H (5.7291, 8.1243, -0.1552)  0.154
C (-5.7196, 7.3332, 3.0650)  -0.715
O (-4.7540, 6.5350, 3.7379)  -0.408
C (-4.4087, 5.3892, 2.9553)  0.236
C (-3.6456, 4.4500, 3.8136)  -0.327
N (-3.2410, 3.3472, 3.0358)  0.235
C (-2.3117, 2.5082, 3.7737)  -1.208
C (-1.8159, 1.3805, 2.7648)  0.466
O (-2.7849, 0.4068, 2.4295)  -0.609
C (-2.4595, -0.2891, 1.2177)  -0.622
H (-6.6683, 6.8217, 2.9022)  0.349
H (-5.3112, 7.7934, 2.1652)  0.162
H (-5.9689, 8.2438, 3.6098)  0.309
H (-3.8506, 5.7673, 2.0988)  -0.215
H (-5.2712, 4.8799, 2.5255)  0.471
H (-4.1922, 4.1750, 4.7157)  0.267
H (-2.7677, 4.9710, 4.1955)  -0.295
H (-4.0273, 2.8504, 2.6422)  0.245
H (-2.8450, 2.0384, 4.6001)  0.453
H (-1.4526, 3.0209, 4.2063)  0.131
H (-1.0511, 0.7817, 3.2594)  0.150
H (-1.3648, 1.8831, 1.9092)  -0.179
H (-2.5426, 0.3602, 0.3461)  0.410
H (-3.1163, -1.1443, 1.0584)  0.445
H (-1.4542, -0.6917, 1.3412)  0.192
C (2.5286, 1.7234, 6.4487)  -0.659
O (2.2794, 3.0018, 5.9289)  -0.475
C (1.5367, 2.9465, 4.7478)  -0.045
C (1.2417, 4.3175, 4.2515)  0.509
N (0.3558, 5.0496, 5.1986)  -0.205
C (-0.0553, 6.3394, 4.6931)  -0.133
C (-0.8530, 7.1525, 5.7497)  -1.012
O (-0.0226, 7.3933, 6.9021)  -0.336
C (-0.5956, 7.9348, 8.0305)  -0.802
H (1.5872, 1.2149, 6.6564)  0.290
H (3.0553, 1.7490, 7.4027)  0.334
H (3.0407, 1.1214, 5.6980)  0.175
H (0.5947, 2.4482, 4.9767)  0.158
H (2.0968, 2.3612, 4.0185)  0.096
H (0.7348, 4.3532, 3.2872)  -0.669
H (2.1757, 4.8412, 4.0475)  0.341
H (0.8301, 5.1131, 6.0880)  0.398
H (-0.7091, 6.2195, 3.8291)  -0.040
H (0.8252, 6.8943, 4.3692)  0.345
H (-1.7233, 6.5809, 6.0722)  0.450
H (-1.1125, 8.1723, 5.4656)  0.462
H (-1.2693, 7.2190, 8.5015)  0.310
H (-1.1445, 8.8602, 7.8560)  0.303
H (0.1408, 8.2674, 8.7621)  0.259
C (8.2019, -3.9842, -8.0601)  -0.723
O (7.0403, -3.3900, -7.4363)  -0.352
C (6.0358, -4.3126, -6.9485)  -0.963
C (4.8457, -3.6090, -6.2711)  -0.194
N (5.0861, -3.4463, -4.8076)  -0.087
C (3.9151, -2.8489, -4.1406)  1.610
C (3.9357, -1.3051, -4.2785)  -0.433
O (4.7123, -0.6824, -3.2676)  -0.343
C (4.4575, 0.6973, -2.9663)  -0.810
H (8.8136, -3.1402, -8.3788)  0.237
H (7.8949, -4.6490, -8.8675)  0.297
H (8.7286, -4.6027, -7.3333)  0.300
H (6.5095, -5.0627, -6.3152)  0.403
H (5.6060, -4.8074, -7.8195)  0.451
H (3.9458, -4.2203, -6.2036)  0.211
H (4.5535, -2.7117, -6.8166)  0.321
H (5.9607, -2.9723, -4.6330)  0.276
H (4.0086, -3.1788, -3.1059)  -1.538
H (3.0039, -3.2191, -4.6104)  -0.415
H (2.9416, -0.8732, -4.1632)  0.270
H (4.3528, -0.9092, -5.2044)  0.477
H (5.2175, 1.0450, -2.2666)  0.214
H (3.4787, 1.0457, -2.6365)  0.235
H (4.7097, 1.2278, -3.8844)  0.463
C (2.4575, 1.9139, 1.1462)  0.003
O (3.5948, 1.4960, 1.8999)  -0.314
C (3.7107, 0.1057, 2.0563)  -0.402
C (4.3100, -0.4228, 0.7085)  0.522
N (4.2391, -1.9024, 0.7747)  -0.398
C (4.8081, -2.4829, -0.4080)  0.152
C (4.5545, -4.0076, -0.5153)  -1.546
O (3.1799, -4.4409, -0.6281)  0.428
C (3.0191, -5.8262, -0.2288)  -1.181
H (2.3242, 2.9621, 1.4138)  -0.095
H (1.5883, 1.4056, 1.5637)  -0.080
H (2.5450, 1.6626, 0.0892)  0.420
H (2.8030, -0.4159, 2.3600)  -0.018
H (4.5117, -0.0827, 2.7712)  0.441
H (5.2588, 0.0259, 0.4143)  0.545
H (3.6880, -0.1367, -0.1396)  -0.930
H (3.2837, -2.1224, 1.0174)  0.107
H (5.8707, -2.2409, -0.4277)  0.427
H (4.3877, -1.9785, -1.2780)  -0.279
H (5.0481, -4.4687, 0.3402)  0.583
H (5.0186, -4.4232, -1.4098)  0.489
H (3.7176, -6.5010, -0.7235)  0.394
H (1.9776, -6.1292, -0.3359)  0.283
H (3.2664, -5.9580, 0.8246)  0.382
C (-2.3698, -4.4389, -0.1114)  -0.551
O (-2.0724, -3.7934, -1.3318)  -0.022
C (-2.8561, -2.6715, -1.6465)  -0.176
C (-2.2766, -2.0079, -2.9975)  -1.450
N (-2.6869, -2.7171, -4.2214)  0.012
C (-2.1686, -2.1729, -5.5027)  -0.440
C (-2.5771, -0.7116, -5.7148)  -0.923
O (-1.9335, 0.1967, -4.8737)  -0.076
C (-2.0534, 1.5701, -5.2532)  -0.683
H (-2.3175, -3.7081, 0.6955)  -0.189
H (-1.7178, -5.2776, 0.1329)  0.197
H (-3.3572, -4.8795, -0.2501)  0.515
H (-2.7355, -1.8090, -0.9910)  -0.439
H (-3.9269, -2.8592, -1.7259)  0.813
H (-1.2172, -2.0170, -2.7410)  0.110
H (-2.6397, -0.9813, -2.9490)  0.584
H (-3.6927, -2.7679, -4.1454)  0.373
H (-2.5665, -2.7788, -6.3167)  0.314
H (-1.0834, -2.2724, -5.4756)  0.161
H (-3.6500, -0.5713, -5.5832)  0.361
H (-2.3061, -0.3619, -6.7110)  0.550
H (-1.7462, 2.2642, -4.4709)  -0.036
H (-3.0697, 1.7956, -5.5762)  0.429
H (-1.4337, 1.7709, -6.1271)  0.348
C (0.8176, -3.0404, 1.5609)  -0.352
O (1.2704, -2.0267, 0.6612)  1.045
C (0.6310, -2.0925, -0.5875)  0.420
C (1.0444, -0.9188, -1.4414)  -0.004
N (0.2435, 0.2281, -1.1296)  1.435
C (0.2674, 1.3566, -2.0736)  -0.271
C (-0.5314, 2.5433, -1.5501)  -0.217
O (0.1090, 3.1436, -0.4084)  0.674
C (-0.6072, 4.2334, 0.1559)  -0.411
H (1.3287, -2.8674, 2.5079)  0.285
H (0.9826, -4.0404, 1.1598)  -0.184
H (-0.2435, -3.0024, 1.8070)  -0.217
H (-0.4468, -2.1683, -0.4435)  -0.153
H (0.9215, -3.0421, -1.0370)  -0.307
H (0.8673, -1.1826, -2.4841)  0.777
H (2.0979, -0.6589, -1.3372)  -1.166
H (0.5941, 0.5152, -0.2270)  -0.936
H (-0.2849, 1.0534, -2.9629)  -0.265
H (1.2614, 1.6845, -2.3779)  -0.197
H (-1.5086, 2.1520, -1.2672)  0.271
H (-0.5700, 3.3307, -2.3028)  -0.079
H (-0.1593, 4.5578, 1.0952)  -0.655
H (-1.6003, 3.8664, 0.4152)  0.545
H (-0.7472, 5.1121, -0.4738)  0.342
C (-1.9828, 7.8622, 0.7686)  0.196
C (-2.1262, 9.0438, 1.8175)  -0.904
O (-0.8498, 9.2229, 2.3602)  -0.455
H (-1.7675, 6.9036, 1.2405)  -0.206
H (-1.3145, 8.1512, -0.0426)  0.469
H (-2.9548, 7.7713, 0.2839)  -0.052
H (-2.8488, 8.7816, 2.5903)  0.173
H (-2.5150, 9.9187, 1.2964)  0.479
H (-0.3873, 9.8978, 1.8581)  0.267

***

Which of them is the least stable? Correct choice: run w.